# 1
Formula: CH5NOS
Source: OMol25
Level of theory: ωB97M-V with the def2-TZVPD basis set

```
9
Properties=species:S:1:pos:R:3:forces:R:3:nbo_charge:R:1
C 1.36770 1.03437 -0.09749 -0.4 -0.2 0.2 0.3177
N -1.02265 -0.97232 0.06321 0.1 0.4 0.3 -0.8396
O 1.41465 -0.03375 0.48250 0.5 0.6 -0.2 -0.5786
S -1.89920 0.64752 0.12457 0.4 -0.4 -0.1 -0.4195
H 1.58608 1.98257 0.41087 0.1 -0.1 0.1 0.1338
H 1.07737 1.11556 -1.15441 0.0 -0.1 0.0 0.1303
H -1.42168 -1.61319 0.75196 0.1 0.2 -0.3 0.4106
H -1.09527 -1.36525 -0.87526 0.0 0.0 0.3 0.4074
H -0.00699 -0.79552 0.29403 -0.8 -0.4 -0.3 0.4380
```
Positions in Å, forces in eV/Å.

* orbital gap: 8.27 eV
* energy relative to the best compared isomer or geometry (same formula, charge and spin): 1.983 eV
* SMILES string: [NH3+][S-].C=O
* max |F|: 0.9 eV/Å
* net charge: 0

---

# 2
Formula: CH7O2S
Source: OMol25
Level of theory: ωB97M-V with the def2-TZVPD basis set

```
11
Properties=species:S:1:pos:R:3:forces:R:3:nbo_charge:R:1
C 1.37977 -0.74088 -0.87992 0.2 -0.1 -0.5 -0.7327
S -0.34096 -0.11354 -0.78018 0.1 -0.1 0.1 -0.6758
H 1.94240 -0.17880 -1.66814 -0.3 -0.5 0.6 0.1789
H 1.88756 -0.61186 0.08000 0.1 0.0 -0.1 0.1874
H 1.40977 -1.82541 -1.12861 0.0 0.6 0.1 0.1773
H 0.56121 3.15555 -0.42661 0.1 0.4 -0.6 0.4474
H 0.17909 1.83396 0.18958 0.3 0.9 0.4 0.4949
O 0.47439 2.77928 0.44123 -0.4 -1.4 0.2 -1.0112
H -0.93449 -1.13966 1.15547 -0.5 -1.1 0.9 0.4979
H -1.50554 -2.54630 1.29231 -0.4 -1.3 -1.1 0.4485
O -1.26981 -1.83246 1.84231 1.0 2.4 0.1 -1.0126
```
Positions in Å, forces in eV/Å.

* orbital gap: 7.41 eV
* energy relative to the best compared isomer or geometry (same formula, charge and spin): 0.079 eV
* max |F|: 2.6 eV/Å
* net charge: -1

---

# 3
Formula: C14H25Cl8FNO4S2
Source: OMol25
Level of theory: ωB97M-V with the def2-TZVPD basis set

```
55
Properties=species:S:1:pos:R:3:forces:R:3:nbo_charge:R:1
C 4.10632 -0.76241 -0.16853 -0.2 0.0 -0.1 -0.6529
C 2.60630 -0.45655 -0.13410 0.2 0.1 0.4 0.1919
F 2.16479 -0.60420 1.23299 0.1 0.0 -0.3 -0.4234
C 2.26907 0.95763 -0.59812 0.0 0.1 -0.1 -0.2628
N 2.32204 1.12476 -2.04720 0.0 -0.1 0.1 -0.9395
S 1.15162 0.27443 -2.82336 0.1 -0.1 0.2 0.3325
C -0.38570 1.31766 -3.09988 -0.6 0.4 -0.4 -0.7166
C -0.85814 2.00562 -1.87874 -0.1 -1.0 -0.5 0.8056
O -0.35404 2.96382 -1.39651 0.5 1.4 0.6 -0.5840
O -1.93691 1.40414 -1.24453 -0.2 -0.4 0.0 -0.5755
C -1.49733 0.48171 -0.24867 -0.1 -0.1 0.3 -0.1001
C -2.29815 -0.83116 -0.27968 -0.1 0.3 0.4 0.0554
C -3.01518 -1.06720 1.04185 0.3 0.0 -0.2 -0.6237
O -1.36221 -1.92901 -0.41935 -0.2 -0.1 -0.2 -0.5167
C -1.11065 -2.33499 -1.67441 0.3 -0.2 0.2 0.8037
O -1.65161 -1.90879 -2.65026 -0.3 0.1 -0.4 -0.5946
C -0.09868 -3.46170 -1.67443 0.2 0.0 0.1 -0.6350
S 0.85526 -3.50618 -3.21796 0.0 -0.2 -0.1 -0.0039
H 4.31384 -1.69961 -0.69595 0.1 0.1 0.1 0.1976
H 4.63237 0.05108 -0.67499 0.0 -0.2 0.0 0.2268
H 4.47342 -0.84726 0.85843 0.0 0.0 -0.1 0.2142
H 2.03550 -1.19688 -0.69947 -0.1 0.1 0.0 0.1585
H 1.30475 1.23364 -0.13640 0.1 0.0 0.0 0.1514
H 3.02979 1.63299 -0.16613 -0.2 -0.1 0.0 0.1698
H -0.23816 2.07701 -3.87712 0.3 -0.2 0.1 0.2163
H -1.14503 0.59875 -3.41924 0.2 0.0 -0.1 0.2399
H -0.44114 0.23855 -0.39725 -0.1 0.0 0.0 0.2180
H -1.61567 0.95650 0.73494 0.1 0.0 -0.1 0.1731
H -2.99842 -0.81991 -1.11779 0.2 0.0 0.0 0.2187
H -3.65767 -0.21266 1.27499 -0.1 -0.2 -0.1 0.2180
H -2.25234 -1.12436 1.82145 -0.1 -0.1 0.0 0.2164
H -3.58688 -1.99884 1.01591 0.0 0.2 0.1 0.2073
H 0.56893 -3.34526 -0.82104 -0.1 -0.1 -0.1 0.2511
H -0.63655 -4.40714 -1.56342 0.0 0.1 0.1 0.2333
H 2.06932 -3.38272 -2.67093 -0.1 0.0 0.1 0.1255
C 0.65739 3.73372 1.97409 0.0 0.0 -0.2 -0.3859
Cl -0.49087 3.42178 3.28976 0.1 0.0 0.1 -0.0616
Cl 1.58043 5.21680 2.26442 0.0 0.0 0.0 -0.0428
H 1.34742 2.90131 1.91537 0.0 0.0 0.0 0.2348
H 0.09690 3.84270 1.05220 0.0 0.0 0.0 0.2566
C 3.94333 -1.40927 -5.83429 0.0 -0.1 -0.1 -0.3968
Cl 3.76404 -1.74855 -4.11304 0.2 0.1 0.0 -0.0076
Cl 2.97805 -0.03134 -6.37216 0.0 0.0 0.0 -0.0143
H 4.98588 -1.18748 -6.03038 0.0 0.0 0.0 0.2108
H 3.62581 -2.28323 -6.39115 0.0 0.0 0.0 0.2111
C -4.89936 1.55038 4.55803 0.0 0.0 0.1 -0.3997
Cl -3.30089 2.21478 4.21016 -0.2 0.1 0.0 -0.0153
Cl -5.84238 1.26479 3.09096 0.0 0.0 0.0 -0.0247
H -4.77179 0.60493 5.07344 0.0 0.0 -0.1 0.2222
H -5.43943 2.25997 5.17353 0.0 0.0 0.0 0.2168
C -0.97000 -0.21034 5.58664 0.0 0.1 -0.1 -0.3927
Cl -1.98357 -1.04363 4.40495 0.0 -0.1 0.2 -0.0235
Cl -0.34698 -1.30539 6.83229 0.0 0.0 0.0 -0.0391
H -0.13105 0.23137 5.06171 0.0 -0.1 0.0 0.2348
H -1.56584 0.55524 6.06836 0.0 0.0 0.0 0.2204
```
Positions in Å, forces in eV/Å.

* orbital gap: 5.48 eV
* max |F|: 1.7 eV/Å
* net charge: -1

---

# 4
Formula: C6H9N
Source: OMol25
Level of theory: ωB97M-V with the def2-TZVPD basis set

```
16
Properties=species:S:1:pos:R:3:forces:R:3:nbo_charge:R:1
C -0.70152 -1.74063 0.53058 -2.9 -0.1 1.2 -0.1754
C 0.66647 -0.41700 0.28194 3.5 3.7 -1.1 -0.0886
C 1.39313 0.86424 -0.44780 -9.6 -2.7 1.8 -0.1543
C 0.42591 1.73931 -0.61102 0.6 1.8 -2.8 -0.1961
C -0.90467 1.37497 -0.17849 -2.7 0.2 -0.4 -0.4356
C -0.78903 -0.11681 -0.05654 1.6 -4.5 -2.4 -0.2684
H -0.69919 -1.64496 1.63501 -0.7 -0.5 -0.4 0.1775
H -1.48420 -2.45771 0.11303 1.2 0.9 0.6 0.2091
H 1.33919 -2.43677 0.85328 -2.1 1.8 -2.0 0.3673
H 1.06829 -0.13682 1.26998 -1.3 -0.6 0.7 0.1769
H 2.28653 0.92263 -0.62640 9.6 0.7 -2.2 0.1714
H 0.25065 2.60294 -1.33638 1.8 -0.5 1.4 0.2142
H -1.04771 1.89566 0.73939 -0.9 0.7 0.8 0.2204
H -1.56843 1.76218 -1.06711 0.3 -1.0 2.3 0.2134
H -0.93527 -0.30517 -1.20611 0.8 -0.6 1.9 0.1931
N 0.69985 -1.90609 0.10666 0.6 0.6 0.7 -0.6249
```
Positions in Å, forces in eV/Å.

* orbital gap: 9.81 eV
* energy relative to the best compared isomer or geometry (same formula, charge and spin): 6.424 eV
* max |F|: 10.1 eV/Å
* net charge: 0

---

# 5
Formula: C22H12F4O2PtS
Source: OMol25
Level of theory: ωB97M-V with the def2-TZVPD basis set

```
42
Properties=species:S:1:pos:R:3:forces:R:3:nbo_charge:R:1
Pt 0.38196 -0.71332 -1.45438 -1.8 1.1 -1.8 0.9896
O -1.25024 -2.72709 -4.41288 0.2 0.2 0.0 -0.5972
C -1.35585 -1.67495 -3.81083 -1.7 -1.3 -0.5 0.7607
O -0.40646 -0.90985 -3.45334 1.3 0.0 1.2 -0.7734
C -2.77323 -1.20593 -3.46533 0.4 0.0 0.0 -0.1625
C -3.82608 -1.79873 -4.14753 -0.1 0.1 -0.1 -0.1066
C -5.14167 -1.46498 -3.86855 0.2 0.1 0.0 -0.1999
C -5.41494 -0.53580 -2.87162 0.0 0.1 -0.2 -0.2016
C -4.38184 0.06005 -2.18283 0.2 0.0 0.4 -0.2036
C -3.04242 -0.25754 -2.46573 0.0 -0.5 -0.3 -0.2304
S -1.86935 0.61231 -1.53453 1.7 -0.5 0.4 0.2759
H -3.58406 -2.52221 -4.91209 0.0 -0.1 0.0 0.2407
H -5.94838 -1.91929 -4.42420 0.0 -0.1 0.0 0.2212
H -6.43468 -0.27210 -2.63379 -0.1 0.0 0.0 0.2232
H -4.58078 0.78303 -1.40704 -0.1 0.0 0.2 0.2233
F 4.79219 6.00505 3.61484 0.1 0.0 -0.3 -0.3206
C 4.03843 5.02399 4.12649 0.1 0.2 0.3 0.9720
F 3.06721 5.62483 4.83999 -0.2 -0.1 0.0 -0.3246
F 4.80770 4.38148 5.02575 0.0 -0.2 0.0 -0.3246
C 3.48694 4.09249 3.08901 0.0 0.0 0.0 -0.1678
C 3.76276 4.28113 1.74108 0.0 0.1 0.3 -0.1681
C 3.24557 3.40476 0.81175 -0.1 -0.2 0.1 -0.1714
C 2.45022 2.33320 1.22841 0.3 0.6 0.3 -0.1734
C 2.17849 2.15192 2.58832 0.0 0.0 -0.1 -0.1911
C 2.69603 3.02968 3.51438 0.2 0.2 -0.1 -0.1163
C 1.90882 1.44871 0.27783 -0.4 -0.7 -1.1 0.1128
C 1.46624 0.71720 -0.59597 -0.5 -1.3 1.9 -0.4491
H 4.38098 5.10718 1.42818 0.0 0.1 0.0 0.2352
H 3.44830 3.53371 -0.23961 0.0 0.0 -0.1 0.2284
H 1.56298 1.32357 2.90160 -0.1 -0.1 0.0 0.2273
H 2.49783 2.89802 4.56619 0.0 0.0 0.1 0.2219
F -0.25422 -5.55757 2.34863 0.0 0.1 -0.1 -0.3189
C -0.12451 -4.55011 1.46369 0.0 0.1 -0.1 0.4066
C 1.12715 -4.27769 0.93599 -0.4 -0.2 0.0 -0.2720
C 1.25456 -3.24272 0.02555 0.0 0.7 -0.5 -0.2446
C 0.14220 -2.48613 -0.34713 0.2 1.1 0.4 -0.0446
C -1.10059 -2.77192 0.21625 0.0 0.5 -0.6 -0.2440
C -1.24421 -3.81062 1.12038 0.4 -0.3 0.0 -0.2730
H 1.98146 -4.85948 1.24497 0.1 -0.1 0.0 0.2387
H 2.23207 -3.02394 -0.38802 0.0 0.0 0.1 0.2319
H -1.97464 -2.19136 -0.05511 0.0 0.1 0.1 0.2319
H -2.20194 -4.03899 1.56120 -0.1 0.0 0.0 0.2379
```
Positions in Å, forces in eV/Å.

* orbital gap (alpha / beta): 5.79 / 5.38 eV
* energy relative to the best compared isomer or geometry (same formula, charge and spin): 2.854 eV
* max |F|: 2.7 eV/Å
* net charge: 0

---

# 6
Formula: C2H5N3S2
Source: OMol25
Level of theory: ωB97M-V with the def2-TZVPD basis set

```
12
Properties=species:S:1:pos:R:3:forces:R:3:nbo_charge:R:1
C 1.34174 -0.50408 -0.14725 2.1 -4.9 0.4 -0.0880
C -2.41163 -0.94908 -0.14000 -5.1 -0.6 -1.6 -0.0605
H -0.45913 1.06636 0.47361 4.4 2.9 -1.1 0.3888
H 1.48471 2.47790 1.33880 -2.0 -2.5 -2.8 0.2212
H 2.36291 0.97957 -0.50585 4.7 1.3 -1.0 0.3958
H -3.25251 -0.30898 -0.62106 0.5 -1.7 1.4 0.2006
H -2.57549 -2.05634 0.23437 0.3 2.3 -0.5 0.1878
N 0.72802 1.74979 0.07717 -4.0 1.1 3.5 -0.5700
N 1.47267 0.73273 -0.41880 -3.6 1.9 0.8 -0.4227
N -1.35077 -0.37070 -0.37816 2.5 0.3 0.6 -0.5804
S 2.76610 -1.46054 -0.10559 -1.4 0.4 0.0 -0.2072
S -0.10661 -1.35664 0.19275 1.5 -0.4 0.3 0.5346
```
Positions in Å, forces in eV/Å.

* orbital gap: 7.58 eV
* energy relative to the best compared isomer or geometry (same formula, charge and spin): 8.400 eV
* max |F|: 5.4 eV/Å
* net charge: 0